Density functional theory data (wB97M-V/def2-TZVPD) for 6 unconnected molecules or ions with the total composition C33H75N3O6 at a distorted geometry.

Element x y z (Å)
1 C -2.19 -7.92 0.26
2 C -2.66 -6.85 1.32
3 O -2.51 -7.16 2.68
4 H -2.49 -7.70 -0.77
5 H -2.39 -8.98 0.45
6 H -1.12 -7.93 0.43
7 H -3.75 -6.84 1.21
8 H -2.38 -5.81 1.13
9 H -1.59 -7.36 2.87
10 C 0.84 -5.34 -0.42
11 C 2.08 -6.15 -0.22
12 O 1.91 -7.32 -0.96
13 H -0.05 -5.88 -0.09
14 H 0.67 -4.93 -1.42
15 H 1.09 -4.52 0.25
16 H 2.35 -6.40 0.80
17 H 2.90 -5.57 -0.65
18 H 2.78 -7.68 -1.11
19 C 0.53 -1.54 -0.31
20 C -0.98 -1.93 -0.41
21 O -1.30 -3.13 0.28
22 H 1.14 -2.30 -0.79
23 H 0.97 -1.50 0.69
24 H 0.62 -0.56 -0.76
25 H -1.26 -2.19 -1.43
26 H -1.57 -1.08 -0.08
27 H -1.96 -3.57 -0.26
28 C -4.11 1.68 -3.63
29 C -2.92 1.63 -4.76
30 C -2.54 3.09 -5.33
31 C -1.79 3.92 -4.25
32 C -0.53 3.26 -3.86
33 C -0.72 1.81 -3.35
34 N -1.66 1.07 -4.19
35 O -1.88 -0.24 -3.78
36 C 0.65 1.12 -3.59
37 C -1.02 1.94 -1.81
38 C -3.39 0.81 -6.00
39 H -3.85 2.18 -2.70
40 H -4.69 0.80 -3.36
41 H -4.94 2.30 -3.96
42 H -1.92 2.97 -6.21
43 H -3.50 3.53 -5.61
44 H -2.48 3.99 -3.41
45 H -1.53 4.94 -4.55
46 H 0.02 3.82 -3.10
47 H 0.13 3.26 -4.73
48 H 0.78 0.23 -2.98
49 H 0.68 0.78 -4.62
50 H 1.47 1.81 -3.39
51 H -1.88 2.59 -1.66
52 H -1.47 1.01 -1.49
53 H -0.16 2.22 -1.19
54 H -3.15 -0.24 -5.88
55 H -2.83 1.06 -6.91
56 H -4.44 1.07 -6.10
57 H -1.21 -0.75 -4.23
58 C 4.05 -1.64 3.16
59 C 4.30 -0.86 1.86
60 C 3.19 0.18 1.91
61 C 3.37 1.31 0.88
62 C 4.80 2.02 1.11
63 C 5.93 0.97 1.00
64 N 5.58 -0.10 1.98
65 O 6.61 -0.94 2.48
66 C 6.13 0.51 -0.46
67 C 7.23 1.56 1.53
68 C 4.15 -1.80 0.63
69 H 2.99 -1.90 3.22
70 H 4.19 -0.91 3.96
71 H 4.67 -2.53 3.24
72 H 2.23 -0.31 1.75
73 H 3.11 0.67 2.88
74 H 2.55 2.01 1.07
75 H 3.28 1.03 -0.17
76 H 4.76 2.58 2.04
77 H 5.02 2.74 0.32
78 H 5.26 0.33 -1.08
79 H 6.75 1.23 -0.98
80 H 6.67 -0.44 -0.42
81 H 7.47 1.83 2.56
82 H 8.03 0.95 1.14
83 H 7.32 2.53 1.05
84 H 3.51 -2.64 0.91
85 H 5.12 -2.16 0.30
86 H 3.64 -1.17 -0.10
87 H 6.96 -0.30 3.10
88 C -5.07 2.93 4.01
89 C -4.05 2.54 2.94
90 C -4.20 3.65 1.86
91 C -3.03 3.67 0.84
92 C -1.64 3.50 1.55
93 C -1.55 2.44 2.61
94 N -2.74 2.49 3.58
95 O -2.66 1.64 4.69
96 C -1.27 1.06 1.97
97 C -0.33 2.82 3.45
98 C -4.35 1.19 2.26
99 H -4.63 3.82 4.44
100 H -5.17 2.15 4.77
101 H -6.07 2.91 3.57
102 H -5.11 3.63 1.26
103 H -4.14 4.60 2.39
104 H -3.07 4.67 0.41
105 H -3.20 2.86 0.13
106 H -1.05 4.38 1.80
107 H -1.02 3.26 0.69
108 H -0.20 0.91 1.88
109 H -1.68 0.20 2.51
110 H -1.60 0.92 0.93
111 H 0.06 2.08 4.14
112 H 0.58 3.00 2.87
113 H -0.60 3.75 3.95
114 H -3.70 1.01 1.41
115 H -5.30 1.12 1.73
116 H -4.18 0.37 2.95
117 H -2.76 2.18 5.48

Its charge is +1. Its expectation value of S² is 0.754. The calculation puts the energy relative to the best compared isomer or geometry (same formula, charge and spin) at 11.28 kJ/mol. The frontier orbital gap (alpha / beta) is 7.31 / 3.07 eV. As for the calculated total energy: -1917.49081 Eh. The value obtained for the largest force on an atom is 0.07808 hartree/bohr. As for the spin multiplicity: 2. The HOMO energy (alpha / beta) is -9.94 / -9.94 eV.

Löwdin atomic charge list, values in e, 99 entries: -0.067, -0.316, -0.068, 0.073, 0.070, 0.045, 0.101, 0.090, 0.079, -0.084, -0.359, -0.063, 0.060, 0.088, 0.057, 0.114, 0.103, 0.086, -0.068, -0.280, -0.084, 0.058, 0.046, 0.052, 0.112, 0.085, 0.081, -0.015, -0.403, -0.099, -0.189, -0.174, -0.472, -0.138, -0.016, -0.041, -0.025, -0.027, 0.048, 0.073, 0.067, 0.109, 0.114, 0.102, 0.115, 0.122, 0.119, 0.057, 0.090, 0.079, 0.052, 0.063, 0.079, 0.072, 0.074, 0.084, 0.100, -0.019, -0.461, -0.149, -0.123, -0.078, -0.469, 0.104, 0.132, 0.016, -0.029, 0.034, 0.106, 0.095, 0.098, 0.102, 0.131, 0.106, 0.099, 0.128, 0.128, 0.091, 0.111, 0.097, 0.105, 0.098, 0.104, 0.098, 0.095, 0.077, 0.132, -0.036, -0.525, -0.127, -0.143, -0.136, -0.462, -0.104, -0.004, -0.033, -0.060, -0.026, 0.092


Density functional theory data (wB97M-V/def2-TZVPD) for 2 unconnected molecules or ions with the total composition C21H31N3O9 at a distorted geometry.

Element x y z (Å)
1 O 3.20 -1.48 4.03
2 O -2.06 3.68 -5.96
3 O -1.35 8.07 -5.19
4 O -0.85 1.20 0.36
5 O 1.93 -8.05 6.91
6 O 0.45 -4.70 5.49
7 O 2.11 -5.00 1.56
8 O 3.21 -6.90 3.05
9 O 2.49 -5.65 5.57
10 C 2.05 -1.55 3.62
11 C -2.94 3.98 -5.16
12 C -1.44 6.86 -5.35
13 C -1.42 3.41 -0.41
14 C -0.07 1.91 -1.79
15 C -1.32 4.40 -1.40
16 C 0.02 2.90 -2.78
17 C -0.78 2.16 -0.60
18 C -0.61 4.15 -2.59
19 N -1.32 6.30 -6.56
20 N 1.47 -2.79 3.42
21 N -2.85 5.00 -4.30
22 C 1.25 -0.29 3.35
23 C -4.21 3.18 -5.10
24 C -1.03 7.04 -7.79
25 C 1.98 -8.04 5.48
26 C 0.29 -6.12 5.41
27 C 1.84 -4.41 5.27
28 C 1.56 -5.17 2.87
29 C 1.86 -6.58 3.42
30 C 2.10 -4.06 3.79
31 C 1.66 -6.64 4.96
32 C -0.45 5.23 -3.66
33 C -1.73 5.95 -4.13
34 H -1.41 1.48 1.09
35 H 2.47 -7.30 7.23
36 H 2.06 -4.06 1.30
37 H 3.39 -6.47 2.19
38 H -1.96 3.61 0.50
39 H 0.42 0.96 -1.92
40 H -1.78 5.37 -1.24
41 H 0.57 2.71 -3.69
42 H -1.42 5.29 -6.62
43 H 0.46 -2.79 3.27
44 H -3.64 5.13 -3.69
45 H 1.86 0.59 3.57
46 H 0.96 -0.26 2.29
47 H 0.36 -0.27 3.97
48 H -5.05 3.81 -5.38
49 H -4.36 2.80 -4.09
50 H -4.14 2.34 -5.79
51 H 0.02 7.33 -7.80
52 H -1.65 7.94 -7.84
53 H -1.25 6.41 -8.66
54 H 1.27 -8.77 5.08
55 H 2.98 -8.34 5.16
56 H 0.02 -6.52 6.40
57 H -0.50 -6.41 4.71
58 H 2.19 -3.61 5.92
59 H 0.47 -5.06 2.81
60 H 1.19 -7.29 2.93
61 H 3.19 -4.00 3.66
62 H 0.02 4.78 -4.53
63 H 0.23 5.99 -3.28
64 H -2.02 6.63 -3.33

The calculation puts the energy relative to the best compared isomer or geometry (same formula, charge and spin) at 0.00 kJ/mol. The frontier orbital gap is 8.93 eV. As for the calculated total energy: -1660.28830 Eh. The value obtained for the largest force on an atom is 0.02793 hartree/bohr. As for the spin multiplicity: 1. Its SMILES is CC(=O)N[C@H]1[C@H]2OC[C@](CO)(O2)[C@H](O)[C@@H]1O.CNC(=O)[C@H](Cc1ccc(O)cc1)NC(C)=O. The HOMO energy is -8.75 eV.

Which charges does Löwdin predict for the atoms? In e, they are: 0.055, 0.031, 0.047, 0.038, -0.057, -0.044, -0.019, 0.000, 0.016, -0.514, -0.535, -0.466, -0.015, -0.002, -0.031, -0.018, -0.318, -0.220, 0.031, 0.103, 0.121, 0.001, 0.009, -0.051, -0.143, -0.077, -0.227, -0.249, -0.221, -0.166, -0.366, -0.099, -0.184, 0.098, 0.103, 0.110, 0.100, 0.103, 0.110, 0.108, 0.113, 0.091, 0.149, 0.145, 0.088, 0.074, 0.082, 0.086, 0.084, 0.087, 0.085, 0.084, 0.084, 0.141, 0.131, 0.135, 0.137, 0.174, 0.153, 0.160, 0.172, 0.111, 0.131, 0.143


Density functional theory data (wB97M-V/def2-TZVPD) for 12 unconnected molecules or ions with the total composition C40H60F18N2O24 at a distorted geometry.

Element x y z (Å)
1 C -4.14 5.22 -5.82
2 C -2.94 5.29 -4.94
3 O -3.30 4.96 -3.57
4 C -3.38 3.67 -3.18
5 O -2.88 2.77 -3.85
6 C -3.88 3.44 -1.81
7 F -5.09 2.95 -1.93
8 F -3.05 2.60 -1.14
9 F -4.06 4.57 -1.19
10 H -4.50 4.21 -6.06
11 H -4.06 5.87 -6.69
12 H -5.04 5.59 -5.33
13 H -2.46 6.27 -4.97
14 H -2.18 4.60 -5.31
15 C -0.31 -5.90 -0.13
16 C 0.82 -6.48 0.72
17 O 1.74 -7.36 -0.03
18 C 3.00 -7.02 -0.29
19 O 3.48 -5.88 -0.17
20 C 3.93 -8.13 -0.91
21 F 3.20 -9.20 -1.25
22 F 4.56 -7.59 -1.96
23 F 4.77 -8.59 0.02
24 H -0.79 -5.02 0.30
25 H -1.04 -6.63 -0.48
26 H 0.08 -5.43 -1.03
27 H 0.47 -6.96 1.64
28 H 1.29 -5.60 1.16
29 C 4.13 6.17 -0.93
30 C 4.01 6.69 0.53
31 O 2.61 6.87 0.81
32 C 1.82 5.99 1.47
33 O 2.08 4.82 1.60
34 C 0.46 6.57 1.84
35 F 0.07 6.22 3.10
36 F 0.42 7.93 1.74
37 F -0.42 6.03 1.03
38 H 3.44 5.36 -1.17
39 H 5.10 5.75 -1.18
40 H 3.80 6.93 -1.63
41 H 4.58 7.60 0.73
42 H 4.49 5.93 1.15
43 C -0.61 2.31 1.09
44 C 0.57 1.65 1.80
45 O 0.32 0.24 1.86
46 C 0.90 -0.59 0.93
47 O 1.71 -0.24 0.04
48 C 0.62 -2.11 1.15
49 F 0.02 -2.38 2.26
50 F -0.06 -2.52 0.09
51 F 1.78 -2.76 1.18
52 H -0.93 1.87 0.14
53 H -0.33 3.24 0.60
54 H -1.41 2.46 1.82
55 H 0.71 1.99 2.83
56 H 1.50 1.89 1.30
57 C -1.16 0.07 -2.87
58 C 0.21 -0.42 -3.23
59 O -0.02 -1.77 -3.63
60 C 0.90 -2.68 -3.94
61 O 2.10 -2.41 -4.05
62 C 0.40 -4.15 -4.13
63 F 0.40 -4.40 -5.46
64 F 1.14 -5.07 -3.43
65 F -0.86 -4.20 -3.75
66 H -1.23 1.09 -2.50
67 H -1.71 -0.54 -2.16
68 H -1.83 0.10 -3.74
69 H 0.96 -0.43 -2.45
70 H 0.50 0.11 -4.14
71 C -5.72 -6.39 -3.61
72 C -4.78 -5.15 -3.83
73 O -4.24 -4.78 -2.52
74 C -4.17 -3.49 -2.15
75 O -4.66 -2.56 -2.81
76 C -3.43 -3.29 -0.81
77 F -4.06 -2.27 -0.27
78 F -3.44 -4.38 -0.04
79 F -2.22 -2.85 -1.14
80 H -6.68 -6.12 -3.17
81 H -5.25 -6.99 -2.83
82 H -5.84 -6.91 -4.56
83 H -5.42 -4.39 -4.29
84 H -3.92 -5.23 -4.49
85 C -3.53 0.83 5.45
86 O -3.54 1.50 4.25
87 C -4.61 1.37 3.44
88 O -5.79 1.33 3.80
89 O -4.18 1.39 2.18
90 C -5.10 1.11 1.12
91 H -3.94 1.61 6.08
92 H -2.54 0.74 5.91
93 H -4.05 -0.12 5.54
94 H -6.08 0.78 1.47
95 H -4.72 0.40 0.39
96 H -5.22 2.09 0.67
97 C 2.33 2.97 -5.44
98 O 1.31 3.38 -4.62
99 C 1.55 4.16 -3.56
100 O 2.61 4.79 -3.49
101 O 0.62 4.06 -2.67
102 C 0.66 4.75 -1.51
103 H 2.53 3.82 -6.10
104 H 1.86 2.14 -5.98
105 H 3.19 2.63 -4.87
106 H -0.32 4.77 -1.04
107 H 0.77 5.82 -1.71
108 H 1.38 4.39 -0.78
109 C 0.18 -3.17 5.89
110 O -0.83 -2.85 6.79
111 C -0.98 -1.60 7.25
112 O -0.39 -0.53 6.88
113 O -1.84 -1.80 8.21
114 C -2.32 -0.72 8.90
115 H 0.85 -2.32 5.74
116 H -0.32 -3.38 4.95
117 H 0.67 -4.03 6.35
118 H -1.49 -0.19 9.37
119 H -2.93 -1.25 9.63
120 H -2.84 -0.13 8.13
121 C 3.27 1.69 -1.87
122 O 3.75 0.43 -1.62
123 C 5.06 0.34 -1.34
124 O 5.86 1.24 -0.95
125 O 5.43 -0.87 -1.57
126 C 6.85 -1.22 -1.76
127 H 3.81 2.60 -2.12
128 H 2.69 1.97 -0.98
129 H 2.50 1.53 -2.62
130 H 7.24 -0.69 -2.63
131 H 6.79 -2.26 -2.06
132 H 7.52 -1.23 -0.90
133 C 1.73 1.81 5.30
134 C 3.04 1.51 5.91
135 N 4.12 1.39 6.34
136 H 1.28 2.42 6.09
137 H 1.10 0.96 5.02
138 H 1.96 2.43 4.43
139 C 4.00 -3.70 3.03
140 C 2.69 -4.25 3.36
141 N 1.62 -4.70 3.54
142 H 3.97 -3.09 2.13
143 H 4.66 -4.56 2.92
144 H 4.50 -3.11 3.79

Its charge is +1. Its expectation value of S² is 0.756. The frontier orbital gap (alpha / beta) is 8.36 / 2.27 eV. As for the calculated total energy: -5272.56095 Eh. The value obtained for the largest force on an atom is 0.11396 hartree/bohr. As for the spin multiplicity: 2. The HOMO energy (alpha / beta) is -12.01 / -12.01 eV.

Löwdin atomic charge list, values in e, 99 entries: -0.068, -0.191, 0.020, -0.346, 0.139, -0.607, 0.203, 0.159, 0.211, 0.085, 0.086, 0.084, 0.127, 0.116, -0.053, -0.158, 0.046, -0.336, 0.093, -0.535, 0.156, 0.169, 0.170, 0.058, 0.085, 0.062, 0.126, 0.072, -0.057, -0.156, 0.018, -0.363, 0.136, -0.516, 0.150, 0.160, 0.186, 0.032, 0.080, 0.085, 0.129, 0.116, -0.021, -0.182, 0.031, -0.249, 0.088, -0.595, 0.216, 0.175, 0.155, 0.071, 0.043, 0.090, 0.098, 0.105, -0.048, -0.183, 0.011, -0.331, 0.115, -0.511, 0.165, 0.143, 0.178, 0.060, 0.075, 0.091, 0.106, 0.129, -0.046, -0.158, 0.009, -0.343, 0.119, -0.571, 0.183, 0.187, 0.154, 0.077, 0.072, 0.079, 0.113, 0.123, -0.084, -0.014, -0.558, 0.116, -0.007, -0.017, 0.103, 0.073, 0.113, 0.099, 0.088, 0.084, -0.060, -0.019, -0.600


Density functional theory data (wB97M-V/def2-TZVPD) for a molecular structure, C18H50B2N2NaO2Sn at a distorted geometry.

Element x y z (Å)
1 Na 11.46 -3.18 -7.31
2 Sn 9.26 -4.19 -3.37
3 B 8.93 -4.51 -6.46
4 H 9.49 -3.59 -6.51
5 H 9.40 -5.30 -5.88
6 H 8.05 -4.32 -5.86
7 H 8.54 -4.81 -7.41
8 B 11.77 -3.03 -4.81
9 H 12.55 -2.50 -5.33
10 H 11.71 -4.06 -5.15
11 H 12.00 -3.07 -3.75
12 H 10.79 -2.61 -4.96
13 C 4.20 -2.56 -10.95
14 C 3.90 -3.99 -10.66
15 N 4.60 -4.76 -9.63
16 C 4.41 -4.22 -8.27
17 C 5.25 -3.02 -7.72
18 C 5.93 -5.24 -9.99
19 C 6.49 -6.25 -9.06
20 H 5.07 -2.60 -11.59
21 H 4.59 -1.90 -10.17
22 H 3.47 -2.04 -11.57
23 H 2.83 -4.12 -10.46
24 H 3.86 -4.56 -11.58
25 H 3.42 -3.79 -8.20
26 H 4.43 -5.06 -7.58
27 H 5.37 -2.16 -8.38
28 H 4.85 -2.63 -6.78
29 H 6.22 -3.44 -7.43
30 H 6.54 -4.34 -10.00
31 H 5.80 -5.75 -10.94
32 H 6.59 -5.85 -8.05
33 H 7.48 -6.61 -9.33
34 H 5.76 -7.07 -9.13
35 C 11.41 -5.32 -9.82
36 C 11.82 -3.98 -10.55
37 N 11.09 -2.84 -9.92
38 C 11.59 -1.48 -10.13
39 C 11.49 -0.81 -11.49
40 C 9.57 -2.96 -10.17
41 C 8.72 -1.76 -9.49
42 H 12.31 -5.94 -9.82
43 H 10.57 -5.77 -10.35
44 H 10.96 -5.20 -8.84
45 H 12.91 -3.91 -10.51
46 H 11.57 -4.05 -11.61
47 H 12.65 -1.36 -9.90
48 H 11.12 -0.80 -9.43
49 H 10.50 -0.92 -11.93
50 H 12.10 -1.23 -12.29
51 H 11.70 0.26 -11.49
52 H 9.34 -3.10 -11.23
53 H 9.13 -3.87 -9.75
54 H 8.94 -1.62 -8.43
55 H 8.94 -0.78 -9.92
56 H 7.66 -2.01 -9.54
57 C 9.22 0.90 -3.75
58 C 8.59 -0.28 -4.48
59 O 8.08 -1.24 -3.91
60 C 8.49 -0.19 -5.97
61 H 10.30 0.80 -3.84
62 H 9.15 0.80 -2.67
63 H 8.97 1.93 -4.03
64 H 8.07 -1.12 -6.35
65 H 9.43 0.16 -6.41
66 H 7.82 0.63 -6.21
67 C 11.39 -7.97 -5.31
68 C 9.85 -7.84 -5.24
69 O 9.24 -7.52 -4.24
70 C 9.08 -8.07 -6.54
71 H 11.79 -7.67 -4.34
72 H 11.81 -7.23 -6.00
73 H 11.73 -8.99 -5.45
74 H 8.91 -7.14 -7.07
75 H 8.18 -8.62 -6.26
76 H 9.69 -8.72 -7.17

Its expectation value of S² is 0.753. The frontier orbital gap (alpha / beta) is 5.83 / 7.70 eV. As for the calculated total energy: -1401.80344 Eh. The value obtained for the largest force on an atom is 0.09180 hartree/bohr. As for the spin multiplicity: 2. The HOMO energy (alpha / beta) is -6.11 / -7.86 eV.

Which charges does Löwdin predict for the atoms? In e, they are: 0.424, 1.180, -0.553, -0.079, -0.089, -0.072, -0.049, -0.521, -0.043, -0.069, -0.064, -0.098, -0.092, -0.276, -0.183, -0.219, -0.071, -0.268, -0.094, 0.064, 0.051, 0.076, 0.104, 0.111, 0.104, 0.107, 0.041, 0.072, 0.045, 0.100, 0.119, 0.056, 0.072, 0.086, -0.062, -0.208, -0.187, -0.275, -0.095, -0.160, -0.038, 0.073, 0.070, 0.055, 0.108, 0.106, 0.113, 0.098, 0.066, 0.071, 0.078, 0.105, 0.080, 0.042, 0.059, 0.053, -0.017, -0.470, -0.050, -0.023, 0.084, 0.079, 0.082, 0.079, 0.088, 0.092, -0.011, -0.481, -0.006, -0.017, 0.075, 0.079, 0.079, 0.053, 0.088, 0.073